1.
{"formula": "C17H23NO3", "method": "the ωB97M-V functional and the def2-TZVPD basis", "symbols": ["C", "O", "C", "C", "O", "C", "C", "C", "C", "C", "N", "C", "C", "C", "C", "C", "C", "C", "O", "C", "C", "H", "H", "H", "H", "H", "H", "H", "H", "H", "H", "H", "H", "H", "H", "H", "H", "H", "H", "H", "H", "H", "H", "H"], "xyz": [[-2.595, 1.875, -2.816], [-1.234, 2.078, -3.072], [-0.529, 1.697, -1.880], [1.004, 1.615, -2.182], [1.704, 1.399, -0.856], [2.589, 0.246, -1.122], [3.732, 0.107, -0.085], [3.290, 0.168, 1.359], [2.302, -1.015, 1.716], [0.810, -0.884, 1.435], [0.338, -1.624, 0.392], [-0.974, -1.759, 0.137], [-1.349, -2.755, -0.751], [-2.743, -2.789, -1.042], [-3.693, -1.882, -0.523], [-3.226, -0.856, 0.323], [-1.829, -0.867, 0.731], [-1.366, -0.068, 1.814], [-2.186, 0.741, 2.437], [-0.104, -0.134, 2.212], [0.444, 0.601, 3.441], [-2.989, 2.727, -2.303], [-2.912, 0.910, -2.277], [-3.124, 1.795, -3.840], [-0.876, 0.725, -1.556], [-0.710, 2.476, -1.190], [1.370, 2.524, -2.624], [1.274, 0.986, -3.076], [3.125, 0.443, -2.079], [2.116, -0.761, -1.182], [4.542, 0.801, -0.087], [4.187, -0.878, -0.352], [2.883, 1.199, 1.484], [4.008, 0.020, 2.147], [2.378, -1.299, 2.725], [2.651, -1.912, 1.271], [-0.605, -3.489, -1.052], [-3.081, -3.650, -1.621], [-4.732, -1.965, -0.678], [-3.909, -0.028, 0.657], [-1.724, 1.461, 2.813], [1.222, 1.103, 3.116], [0.865, -0.174, 4.132], [-0.340, 1.093, 3.903]], "orbital_gap_ev": 8.63, "largest_force_ev_per_a": 5.70, "de_lowest_kj_mol": 499.32, "e_tot_ev": -25631.641, "spin_multiplicity": 1}

=====

2.
{"formula": "C17H24Cl5F6GaN2O4P2S", "method": "the ωB97M-V functional and the def2-TZVPD basis", "symbols": ["Ga", "Cl", "C", "C", "C", "Cl", "C", "Cl", "C", "Cl", "C", "Cl", "S", "C", "N", "C", "C", "N", "H", "H", "H", "H", "H", "H", "F", "P", "F", "F", "F", "F", "F", "C", "C", "C", "C", "O", "P", "O", "O", "O", "C", "C", "C", "C", "H", "H", "H", "H", "H", "H", "H", "H", "H", "H", "H", "H", "H", "H", "H", "H", "H", "H"], "xyz": [[0.579, 0.467, 1.486], [0.889, -0.791, 4.553], [2.342, -0.371, 3.706], [2.255, 0.176, 2.432], [3.441, 0.532, 1.797], [3.350, 1.248, 0.225], [4.683, 0.335, 2.390], [6.120, 0.778, 1.574], [4.741, -0.230, 3.666], [6.254, -0.482, 4.416], [3.566, -0.582, 4.334], [3.639, -1.262, 5.903], [-1.106, -1.397, 1.840], [-2.623, -0.527, 1.799], [-3.383, -0.408, 0.738], [-4.524, 0.478, 1.002], [-4.437, 0.685, 2.532], [-3.159, 0.036, 2.862], [-3.057, -0.739, -0.163], [-5.454, 0.004, 0.700], [-4.394, 1.410, 0.454], [-5.249, 0.193, 3.063], [-4.404, 1.736, 2.807], [-2.669, 0.146, 3.735], [0.390, 2.507, 1.118], [-0.981, 2.986, 2.018], [-1.847, 2.148, 0.940], [-0.015, 3.587, 3.094], [-2.251, 3.157, 2.934], [-1.121, 4.307, 1.207], [-0.689, 1.413, 2.757], [-2.018, 1.186, -4.160], [-0.975, 1.260, -3.063], [-1.118, 2.514, -2.224], [0.430, 1.111, -3.616], [-1.316, 0.100, -2.180], [-0.406, -0.717, -1.227], [-1.304, -1.650, -0.419], [0.393, 0.242, -0.320], [0.579, -1.499, -2.137], [1.450, -2.646, -1.775], [1.978, -2.490, -0.359], [0.616, -3.903, -1.933], [2.575, -2.579, -2.789], [-1.878, 2.017, -4.852], [-3.021, 1.254, -3.739], [-1.928, 0.253, -4.714], [-0.971, 3.388, -2.859], [-0.376, 2.541, -1.428], [-2.113, 2.573, -1.784], [0.625, 1.951, -4.283], [0.539, 0.188, -4.183], [1.178, 1.135, -2.822], [1.173, -2.566, 0.377], [2.506, -1.543, -0.238], [2.679, -3.300, -0.154], [-0.218, -3.908, -1.232], [1.238, -4.778, -1.741], [0.226, -3.975, -2.947], [3.138, -1.651, -2.678], [2.177, -2.632, -3.801], [3.255, -3.418, -2.640]], "s2": 0.754, "total_charge": 1, "orbital_gap_ev": [8.96, 6.30], "largest_force_ev_per_a": 0.18, "de_lowest_kj_mol": 0.00, "e_tot_ev": -189900.371, "spin_multiplicity": 2}

=====

3.
{"formula": "C17H24Cl5LiN3NbO", "method": "the ωB97M-V functional and the def2-TZVPD basis", "symbols": ["N", "C", "O", "Li", "Nb", "N", "N", "C", "C", "C", "C", "C", "C", "C", "C", "H", "H", "H", "H", "H", "H", "H", "H", "H", "H", "H", "H", "H", "H", "H", "H", "H", "H", "C", "H", "H", "H", "C", "H", "H", "H", "Cl", "C", "C", "C", "Cl", "C", "Cl", "C", "Cl", "C", "Cl"], "xyz": [[-1.388, -1.253, -1.426], [-1.381, -1.815, -2.609], [-2.602, -2.044, -3.202], [-3.263, -1.220, -1.723], [-0.167, -0.259, -0.190], [1.518, 0.146, -1.236], [0.541, -1.316, 1.546], [1.557, 0.155, -2.714], [-0.370, -1.625, 2.683], [1.471, -1.292, -3.208], [2.843, 0.769, -3.309], [0.368, 0.977, -3.235], [0.275, -2.634, 3.684], [-0.776, -0.445, 3.592], [-1.579, -2.267, 2.073], [2.355, -1.834, -2.856], [1.462, -1.281, -4.304], [0.540, -1.799, -2.864], [2.982, 1.815, -3.016], [2.734, 0.746, -4.399], [3.737, 0.180, -3.064], [-0.591, 0.500, -2.980], [0.454, 1.044, -4.323], [0.409, 1.987, -2.797], [0.620, -3.563, 3.155], [-0.509, -2.988, 4.388], [1.093, -2.262, 4.317], [0.060, 0.024, 4.149], [-1.505, -0.801, 4.331], [-1.281, 0.341, 2.997], [-2.183, -1.509, 1.592], [-2.151, -2.744, 2.901], [-1.236, -3.020, 1.361], [1.949, -1.412, 1.949], [2.656, -1.546, 1.092], [2.462, -0.650, 2.623], [2.155, -2.351, 2.560], [2.810, 0.456, -0.600], [3.218, 1.398, -0.985], [2.720, 0.577, 0.484], [3.540, -0.331, -0.807], [0.972, 2.865, 0.458], [-0.773, 2.776, 0.392], [-1.412, 1.573, 0.247], [-2.807, 1.562, 0.268], [-3.816, 0.086, 0.315], [-3.553, 2.720, 0.344], [-5.267, 2.680, 0.313], [-2.903, 3.974, 0.449], [-3.802, 5.423, 0.541], [-1.496, 3.989, 0.475], [-0.689, 5.502, 0.568]], "total_charge": 2, "orbital_gap_ev": [4.53, 4.51], "largest_force_ev_per_a": 11.78, "e_tot_ev": -88884.788, "spin_multiplicity": 1}

=====

4.
{"formula": "C17H24ClN4O5PdS3Se2", "method": "the ωB97M-V functional and the def2-TZVPD basis", "symbols": ["Pd", "N", "C", "N", "C", "C", "S", "C", "C", "S", "C", "N", "N", "H", "H", "H", "H", "H", "H", "C", "Se", "C", "C", "Se", "C", "H", "H", "H", "H", "H", "H", "H", "H", "H", "H", "C", "S", "O", "C", "C", "C", "C", "C", "C", "H", "H", "H", "H", "H", "H", "H", "H", "O", "Cl", "O", "O", "O"], "xyz": [[-0.801, 0.216, 0.496], [0.967, 0.927, 3.440], [-0.204, 0.299, 3.635], [-0.982, -0.132, 2.671], [-2.021, -0.893, 3.192], [-2.089, -0.904, 4.560], [-0.790, -0.041, 5.237], [-2.856, -1.675, 2.326], [-3.821, -2.612, 2.778], [-4.479, -3.462, 1.493], [-3.439, -2.551, 0.402], [-2.681, -1.639, 0.998], [-3.421, -2.768, -0.898], [1.455, 0.754, 2.572], [1.530, 1.186, 4.235], [-2.820, -1.384, 5.189], [-4.121, -2.814, 3.794], [-3.936, -3.533, -1.311], [-2.619, -2.411, -1.412], [1.537, 3.480, 0.428], [-0.156, 2.731, 1.009], [-1.271, 3.549, -0.357], [-2.722, 3.293, -0.014], [-3.084, 1.396, 0.267], [-3.799, 0.978, -1.490], [1.709, 3.280, -0.625], [2.322, 3.040, 1.034], [1.477, 4.550, 0.616], [-1.002, 3.127, -1.325], [-1.052, 4.618, -0.370], [-3.378, 3.628, -0.816], [-3.024, 3.794, 0.905], [-4.674, 1.610, -1.629], [-4.105, -0.064, -1.475], [-3.062, 1.153, -2.268], [5.043, -0.136, 0.323], [3.318, -0.479, -0.070], [2.443, 0.526, 0.550], [3.226, -0.560, -1.768], [4.004, -1.556, -2.406], [3.912, -1.691, -3.770], [3.024, -0.885, -4.481], [2.236, 0.084, -3.837], [2.305, 0.235, -2.475], [5.274, 0.834, -0.112], [5.659, -0.929, -0.096], [5.112, -0.138, 1.408], [4.646, -2.210, -1.830], [4.509, -2.430, -4.287], [2.927, -1.014, -5.551], [1.587, 0.716, -4.427], [1.722, 0.979, -1.948], [0.520, -1.735, 0.710], [0.104, -2.463, -0.511], [1.248, -2.823, -1.268], [-0.700, -3.582, -0.174], [-0.708, -1.465, -1.268]], "s2": 6.046, "total_charge": 3, "orbital_gap_ev": [8.24, 5.26], "largest_force_ev_per_a": 0.59, "e_tot_ev": -213381.283, "spin_multiplicity": 5}

=====

5.
{"formula": "C17H24CoFN4O", "method": "the ωB97M-V functional and the def2-TZVPD basis", "symbols": ["Co", "C", "C", "N", "C", "C", "N", "C", "C", "N", "H", "H", "H", "H", "H", "H", "H", "H", "H", "H", "H", "H", "H", "H", "H", "O", "N", "C", "C", "C", "C", "C", "H", "H", "H", "H", "H", "F", "C", "C", "C", "C", "C", "C", "H", "H", "H", "H"], "xyz": [[-0.108, 0.365, 0.289], [-1.020, -1.695, 2.247], [-1.163, -0.275, 2.777], [-0.065, 0.553, 2.244], [1.263, 0.241, 2.831], [2.330, 0.191, 1.742], [1.839, -0.596, 0.596], [1.721, -2.042, 0.846], [0.372, -2.567, 0.376], [-0.721, -1.672, 0.798], [-0.216, -2.223, 2.760], [-1.932, -2.257, 2.454], [-2.096, 0.165, 2.421], [-1.185, -0.270, 3.871], [-0.287, 1.533, 2.393], [1.530, 0.979, 3.588], [1.200, -0.717, 3.346], [2.528, 1.197, 1.373], [3.263, -0.207, 2.154], [2.433, -0.428, -0.206], [2.512, -2.598, 0.339], [1.858, -2.233, 1.912], [0.358, -2.590, -0.716], [0.232, -3.595, 0.728], [-1.555, -1.925, 0.283], [-0.219, 0.294, -1.758], [-0.248, -0.706, -2.603], [0.832, -0.939, -3.379], [0.828, -1.970, -4.291], [-0.291, -2.780, -4.415], [-1.389, -2.524, -3.606], [-1.348, -1.482, -2.709], [1.647, -0.248, -3.229], [1.706, -2.119, -4.903], [-0.313, -3.586, -5.133], [-2.291, -3.116, -3.672], [-2.166, -1.190, -2.069], [-1.450, 6.304, -0.128], [-1.147, 4.996, -0.038], [-0.049, 4.612, 0.702], [0.240, 3.254, 0.788], [-0.524, 2.272, 0.142], [-1.613, 2.732, -0.606], [-1.943, 4.077, -0.692], [0.558, 5.362, 1.192], [1.112, 2.977, 1.377], [-2.228, 2.025, -1.153], [-2.794, 4.422, -1.264]], "s2": 0.856, "total_charge": 1, "orbital_gap_ev": [7.46, 7.45], "largest_force_ev_per_a": 0.70, "de_lowest_kj_mol": 24.06, "e_tot_ev": -66363.340, "spin_multiplicity": 2}